[1]
{
  "formula": "C22H68N16O10",
  "method": "ωB97M-V with the def2-TZVPD basis set",
  "smiles": "COC[C@H](C)N.COC[C@H](C)N.COC[C@H](C)N.COC[C@H](C)N.NC(N)=O.NC(N)=O.NC(N)=O.NC(N)=O.NC(N)=O.NC(N)=O",
  "gap_ev": 9.424,
  "relative_energy_kj_mol": 812.2,
  "lumo_energy_ev": 0.302,
  "symbols": ["C", "O", "N", "N", "H", "H", "H", "H", "C", "O", "N", "N", "H", "H", "H", "H", "C", "O", "N", "N", "H", "H", "H", "H", "C", "O", "N", "N", "H", "H", "H", "H", "C", "O", "N", "N", "H", "H", "H", "H", "C", "O", "N", "N", "H", "H", "H", "H", "C", "C", "C", "O", "C", "N", "H", "H", "H", "H", "H", "H", "H", "H", "H", "H", "H", "C", "C", "C", "O", "C", "N", "H", "H", "H", "H", "H", "H", "H", "H", "H", "H", "H", "C", "C", "C", "O", "C", "N", "H", "H", "H", "H", "H", "H", "H", "H", "H", "H", "H", "C", "C", "C", "O", "C", "N", "H", "H", "H", "H", "H", "H", "H", "H", "H", "H", "H"],
  "positions_angstrom": [[-0.6199, 7.1713, 0.6008], [-0.7984, 7.0570, 1.8114], [0.3994, 7.6452, -0.0697], [-1.4779, 6.8491, -0.2724], [0.4161, 7.6584, -1.0794], [1.2198, 7.9138, 0.4547], [-2.4068, 6.7881, 0.1193], [-1.3092, 7.1114, -1.2330], [5.1580, 7.2924, 5.4882], [5.1670, 8.0396, 4.5981], [4.1251, 6.5799, 5.8567], [6.2083, 7.0496, 6.1668], [4.1667, 5.8827, 6.5863], [3.2161, 6.8822, 5.5365], [6.8533, 7.8266, 6.1474], [6.1325, 6.3558, 6.8968], [-2.2977, -7.2503, 3.8867], [-2.8442, -7.6319, 4.9096], [-1.8234, -8.0757, 2.9969], [-2.0749, -5.9990, 3.6885], [-1.8625, -9.0850, 2.9939], [-1.4082, -7.5388, 2.2490], [-2.1222, -5.3547, 4.4648], [-1.4792, -5.6757, 2.9397], [-1.5438, -3.2579, -8.3131], [-1.1222, -2.7267, -7.2808], [-2.8104, -3.4065, -8.5906], [-0.8405, -3.6935, -9.2683], [-3.1099, -3.9308, -9.4003], [-3.4956, -2.8829, -8.0648], [0.1643, -3.6051, -9.2185], [-1.3436, -4.1911, -9.9890], [7.9295, 1.2349, 4.0152], [8.8211, 1.9344, 4.5008], [7.1471, 0.4137, 4.6574], [7.5907, 1.1507, 2.7591], [7.0716, 0.6967, 5.6239], [6.3341, 0.1923, 4.1005], [7.8784, 1.9124, 2.1615], [6.7579, 0.6089, 2.5776], [2.7756, -6.6105, -2.3577], [2.1760, -6.0950, -1.4444], [2.4507, -6.6103, -3.5547], [3.8738, -7.3204, -2.2131], [1.5816, -6.1351, -3.7521], [3.0899, -6.7321, -4.3272], [4.1109, -8.0531, -2.8666], [4.1078, -7.5201, -1.2511], [-9.0277, 1.9511, -7.5032], [-8.2802, 0.8390, -6.7505], [-7.2779, 1.3583, -5.7103], [-6.4808, 0.2098, -5.3129], [-5.6651, 0.4657, -4.2081], [-9.2669, 0.0348, -6.1160], [-10.0135, 1.7044, -7.8975], [-8.4683, 2.2528, -8.3887], [-9.3079, 2.7965, -6.8747], [-7.7018, 0.1879, -7.4059], [-7.9236, 1.7128, -4.9069], [-6.7044, 2.2344, -6.0131], [-4.8007, 0.9985, -4.6044], [-5.3517, -0.5457, -3.9494], [-6.1210, 1.0778, -3.4300], [-9.4034, 0.4874, -5.2235], [-8.8581, -0.8169, -5.7588], [6.3235, 0.6302, -8.8532], [4.8316, 0.9381, -8.5376], [3.8828, 1.5568, -9.6269], [4.4317, 2.8470, -9.7717], [3.9462, 3.5977, -10.9088], [4.1830, -0.2997, -8.1687], [6.4551, -0.0413, -9.7017], [6.8853, 0.3391, -7.9656], [6.8405, 1.5481, -9.1327], [4.8089, 1.6346, -7.6994], [2.8652, 1.7560, -9.2909], [3.8057, 0.9653, -10.5392], [4.1845, 4.6504, -10.7567], [2.8637, 3.5306, -11.0165], [4.2602, 3.3141, -11.9133], [4.6969, -0.7374, -7.4174], [3.2561, -0.1836, -7.7846], [-2.5817, -2.9206, 10.5588], [-2.4894, -3.1021, 12.0154], [-3.3417, -1.9770, 12.7444], [-2.8952, -0.6924, 12.3695], [-1.7984, -0.2683, 13.0897], [-3.0326, -4.4307, 12.3842], [-3.6112, -2.7673, 10.2354], [-2.0198, -3.6928, 10.0335], [-2.0129, -2.0533, 10.2235], [-1.4453, -3.0442, 12.3230], [-3.3457, -2.0906, 13.8284], [-4.3703, -2.1462, 12.4260], [-0.9857, -0.9891, 13.0001], [-2.0869, -0.2811, 14.1408], [-1.3250, 0.6810, 12.8391], [-4.0335, -4.3604, 12.2682], [-2.9136, -4.3662, 13.3851], [0.9819, 0.8533, 0.1244], [0.9325, 0.8127, 1.6275], [-0.5820, 0.4930, 2.2199], [-0.3802, 0.2578, 3.6015], [-0.3672, 1.4261, 4.3982], [1.8844, -0.2054, 2.0621], [2.0024, 0.8729, -0.2582], [0.4164, 1.7288, -0.1949], [0.4771, -0.0206, -0.2872], [1.2774, 1.8161, 1.8770], [-0.9833, -0.3875, 1.7181], [-1.3267, 1.2780, 2.0889], [-1.4023, 1.5779, 4.7039], [0.0645, 2.2853, 3.8848], [0.2434, 1.3278, 5.2958], [1.8360, -0.9770, 1.4122], [1.2141, -0.4977, 2.7588]]
}


[2]
{
  "formula": "C22H68N4O10",
  "method": "ωB97M-V with the def2-TZVPD basis set",
  "gap_ev": 7.395,
  "relative_energy_kj_mol": 2231.9,
  "lumo_energy_ev": 0.405,
  "symbols": ["C", "O", "H", "H", "H", "H", "C", "O", "H", "H", "H", "H", "C", "O", "H", "H", "H", "H", "C", "O", "H", "H", "H", "H", "C", "O", "H", "H", "H", "H", "C", "O", "H", "H", "H", "H", "C", "C", "C", "O", "C", "N", "H", "H", "H", "H", "H", "H", "H", "H", "H", "H", "H", "C", "C", "C", "O", "C", "N", "H", "H", "H", "H", "H", "H", "H", "H", "H", "H", "H", "C", "C", "C", "O", "C", "N", "H", "H", "H", "H", "H", "H", "H", "H", "H", "H", "H", "C", "C", "C", "O", "C", "N", "H", "H", "H", "H", "H", "H", "H", "H", "H", "H", "H"],
  "positions_angstrom": [[0.3111, -0.1510, 0.1371], [-0.3837, -0.4697, 1.3447], [0.0362, 0.8320, -0.2452], [1.3798, -0.1442, 0.3518], [0.1123, -0.8743, -0.6537], [0.1085, -1.2344, 1.6522], [3.2580, -1.0985, -2.2911], [2.2987, -0.9181, -1.3211], [3.1172, -2.0200, -2.8561], [3.1476, -0.2799, -3.0023], [4.2161, -1.0224, -1.7769], [2.2087, -0.0028, -1.0461], [-1.4749, -0.5962, -1.9293], [-2.5436, -0.2523, -2.8023], [-1.7978, -0.6119, -0.8883], [-0.8976, -1.5023, -2.1129], [-0.7562, 0.2192, -2.0114], [-2.2559, -0.2299, -3.7179], [3.0641, 1.0369, 0.6001], [2.4408, 1.1782, -0.7015], [3.2875, -0.0171, 0.7656], [3.9865, 1.6143, 0.6630], [2.2811, 1.3883, 1.2720], [2.1201, 2.0786, -0.7910], [-1.5069, 0.7451, 3.3421], [-2.0252, 0.0317, 2.2273], [-2.4107, 1.0719, 3.8564], [-0.9882, 0.0798, 4.0324], [-0.8946, 1.6301, 3.1689], [-1.2870, -0.2066, 1.6617], [1.6757, -1.1880, 3.7564], [1.5710, -0.8522, 5.1271], [0.7305, -1.1690, 3.2138], [2.2765, -0.4704, 3.1977], [2.2168, -2.1293, 3.6599], [1.5146, -1.6819, 5.6067], [-4.3747, 5.0500, 0.0045], [-3.5456, 4.3586, -1.0448], [-2.9241, 2.9296, -0.6650], [-1.8995, 3.0603, 0.3208], [-1.1525, 1.8825, 0.5914], [-4.3210, 4.2651, -2.3078], [-3.9784, 5.1361, 1.0162], [-5.4317, 4.7841, 0.0132], [-4.4290, 6.1173, -0.2105], [-2.6917, 4.9629, -1.3509], [-2.4992, 2.4808, -1.5628], [-3.7524, 2.2991, -0.3419], [-1.9143, 1.1481, 0.8531], [-0.4648, 1.9411, 1.4349], [-0.5857, 1.6250, -0.3034], [-5.1162, 3.6840, -2.0840], [-3.9190, 3.8726, -3.1471], [0.3655, 2.3315, -1.9208], [1.6341, 3.1261, -1.7632], [1.5376, 4.5676, -2.3430], [2.6448, 5.3828, -2.0271], [2.3660, 6.7480, -2.3263], [1.8674, 3.1822, -0.3268], [-0.4236, 2.7564, -1.3004], [0.4366, 1.2993, -1.5778], [0.0169, 2.2860, -2.9525], [2.4906, 2.6153, -2.2031], [0.6493, 5.0159, -1.8982], [1.6245, 4.5299, -3.4289], [1.6153, 7.1403, -1.6402], [1.9880, 6.9121, -3.3353], [3.2623, 7.3636, -2.2506], [2.5854, 3.8654, -0.1321], [1.0817, 3.6907, 0.0530], [-1.4793, -2.2145, 3.2528], [-1.1818, -2.8956, 1.9214], [0.3243, -3.1505, 1.7882], [1.1208, -1.9757, 1.5313], [2.4784, -2.2770, 1.3723], [-1.8576, -4.1741, 1.9226], [-0.7370, -1.5115, 3.6308], [-1.6734, -2.9209, 4.0599], [-2.4226, -1.7079, 3.0489], [-1.5242, -2.2897, 1.0825], [0.5413, -3.9099, 1.0370], [0.7012, -3.6868, 2.6591], [2.6092, -3.0132, 0.5792], [3.0530, -2.6032, 2.2392], [3.0797, -1.4396, 1.0184], [-1.4837, -4.7160, 2.6886], [-2.8300, -4.0340, 2.1569], [0.1482, -6.3349, -1.4095], [-0.1104, -5.1183, -0.4484], [-0.6953, -3.9730, -1.3120], [0.1979, -3.3882, -2.2380], [1.2557, -2.5783, -1.6875], [-1.0267, -5.4799, 0.6033], [-0.1509, -7.2951, -0.9890], [1.2161, -6.3507, -1.6274], [-0.2758, -6.2765, -2.4120], [0.8325, -4.8295, 0.0159], [-0.9765, -3.1857, -0.6125], [-1.5482, -4.3983, -1.8410], [1.9066, -3.2013, -1.0741], [0.9357, -1.6532, -1.2081], [1.8505, -2.2023, -2.5200], [-1.9250, -5.6717, 0.1832], [-1.2318, -4.7367, 1.2557]]
}


[3]
{
  "formula": "C22H68N4O13",
  "method": "ωB97M-V with the def2-TZVPD basis set",
  "smiles": "COC[C@H](C)N.COC[C@H](C)N.COC[C@H](C)N.COC[C@H](C)N.OCCO.OCCO.OCCO.O.O.O",
  "gap_ev": 8.887,
  "lumo_energy_ev": 0.156,
  "symbols": ["C", "C", "C", "O", "C", "N", "H", "H", "H", "H", "H", "H", "H", "H", "H", "H", "H", "C", "C", "C", "O", "C", "N", "H", "H", "H", "H", "H", "H", "H", "H", "H", "H", "H", "C", "C", "C", "O", "C", "N", "H", "H", "H", "H", "H", "H", "H", "H", "H", "H", "H", "C", "C", "C", "O", "C", "N", "H", "H", "H", "H", "H", "H", "H", "H", "H", "H", "H", "O", "H", "H", "O", "H", "H", "O", "H", "H", "C", "C", "O", "O", "H", "H", "H", "H", "H", "H", "C", "C", "O", "O", "H", "H", "H", "H", "H", "H", "C", "C", "O", "O", "H", "H", "H", "H", "H", "H"],
  "positions_angstrom": [[-0.2271, 3.9158, 2.3530], [1.0469, 4.5174, 2.9240], [2.2866, 4.2197, 2.0871], [2.4379, 2.7483, 2.0471], [3.7772, 2.3352, 1.7019], [0.7086, 5.9685, 3.0401], [-0.1326, 2.8682, 2.0669], [-0.6121, 4.5202, 1.5316], [-0.9792, 3.9588, 3.1407], [1.2414, 4.0703, 3.8989], [3.2092, 4.6912, 2.4257], [2.1793, 4.6182, 1.0783], [3.9562, 2.7586, 0.7136], [3.8291, 1.2542, 1.5722], [4.6574, 2.6181, 2.2793], [1.3103, 6.5007, 3.6523], [0.7010, 6.5117, 2.1886], [0.3565, -1.0575, 4.3958], [0.5177, -2.6033, 4.1407], [-0.1772, -3.4997, 5.1861], [0.3795, -3.2628, 6.4708], [-0.2479, -3.9024, 7.4913], [0.0074, -2.7619, 2.8194], [-0.6630, -0.7144, 4.2194], [0.9517, -0.4888, 3.6814], [0.6680, -0.6470, 5.3563], [1.5943, -2.7634, 4.1995], [-0.2040, -4.5449, 4.8780], [-1.2247, -3.2158, 5.2867], [-1.3246, -3.7346, 7.4669], [0.1298, -3.6685, 8.4867], [-0.1610, -4.9806, 7.3570], [0.5514, -2.2016, 2.1789], [0.2041, -3.7106, 2.5341], [1.0203, 0.5350, -4.7996], [1.5670, 0.8568, -6.2317], [0.5590, 1.5596, -7.1944], [-0.6608, 0.8696, -7.4969], [-0.5106, -0.2900, -8.4019], [2.7475, 1.6309, -5.9683], [0.1867, -0.1449, -4.9753], [0.6858, 1.3776, -4.1945], [1.8133, 0.0309, -4.2472], [1.8074, -0.0936, -6.7084], [1.0081, 1.8199, -8.1528], [0.2894, 2.5249, -6.7659], [-1.3561, -0.9766, -8.3583], [0.3796, -0.8782, -8.1789], [-0.2861, 0.0755, -9.4040], [2.4926, 2.5521, -5.6421], [3.2189, 1.8053, -6.8444], [-3.5233, 1.2086, -1.1864], [-3.0221, 2.6063, -1.6988], [-2.8100, 3.6304, -0.5746], [-3.9927, 4.1294, 0.0104], [-3.7398, 5.0738, 0.9965], [-1.7813, 2.2848, -2.4210], [-3.1882, 1.0227, -0.1660], [-3.2592, 0.3600, -1.8174], [-4.6084, 1.2309, -1.0853], [-3.8041, 3.0672, -2.3022], [-2.2458, 4.4773, -0.9651], [-2.1655, 3.1749, 0.1772], [-3.0913, 4.5434, 1.6938], [-4.5649, 5.3714, 1.6436], [-3.2206, 5.9589, 0.6290], [-1.2187, 3.0836, -2.6769], [-1.8909, 1.7485, -3.2698], [2.6258, 2.6419, -2.0269], [1.9266, 2.0768, -2.3556], [2.2403, 3.0861, -1.2718], [-0.6500, -1.5718, -2.6071], [-0.0937, -1.3624, -1.8569], [-0.8596, -0.7222, -2.9950], [3.7297, -2.1050, -0.5271], [4.6004, -1.9316, -0.8850], [3.4665, -2.9337, -0.9273], [1.5753, -5.4280, 0.9226], [0.5174, -6.0791, 0.0662], [0.5084, -7.4751, 0.2293], [1.2160, -5.3658, 2.2701], [1.9383, -4.4255, 0.6960], [2.5429, -5.9226, 0.8376], [0.6987, -5.9241, -0.9974], [-0.5115, -5.7544, 0.2213], [0.4728, -7.7875, 1.1364], [1.2119, -6.2470, 2.6511], [0.0879, 0.8236, -0.0489], [1.1156, -0.2946, 0.4606], [0.9693, -1.5409, -0.1580], [0.2975, 0.9361, -1.4636], [0.3417, 1.8177, 0.3191], [-0.9609, 0.6362, 0.1817], [1.0849, -0.3861, 1.5463], [2.1425, 0.0457, 0.3270], [1.8592, -1.9011, -0.1681], [-0.4169, 1.4535, -1.8424], [-2.7019, -1.6930, 1.2908], [-2.6967, -2.8075, 0.2499], [-3.8191, -3.6150, 0.1186], [-2.7607, -2.2546, 2.5423], [-3.6422, -1.1472, 1.2134], [-1.7970, -1.0892, 1.2220], [-1.7782, -3.3802, 0.3785], [-2.5475, -2.2568, -0.6789], [-3.6603, -4.1968, 0.8655], [-1.8572, -2.4632, 2.7909]]
}